The following is a quantum chemistry calculation of 3 unconnected molecules or ions with the total composition C8H20BrNO6S3 at a distorted geometry, from OMol25.

The geometry in ORCA input format:
```
! RIJCOSX wB97M-V def2-TZVPD def2/J DEFGRID3
* xyz 0 1
C 6.039 -1.587 -1.495
N 4.970 -2.606 -1.924
C 4.308 -3.213 -0.691
C 2.999 -2.359 -0.196
Br 2.944 -2.094 1.786
C 2.601 -0.948 -0.932
O 1.151 -0.990 -1.273
S 1.048 -2.625 -1.851
O 1.989 -2.853 -3.081
O -0.353 -3.299 -1.864
O 1.880 -3.274 -0.469
H 6.510 -1.829 -0.451
H 6.897 -1.671 -2.300
H 5.603 -0.481 -1.552
H 5.530 -3.417 -2.327
H 5.035 -3.287 0.239
H 3.988 -4.338 -0.928
H 3.154 -0.621 -1.911
H 2.591 -0.197 -0.006
C -2.269 -0.905 -0.341
S -3.754 0.058 0.037
O -3.549 0.695 1.379
C -4.845 -1.366 0.271
H -1.436 -0.214 -0.489
H -2.039 -1.578 0.489
H -2.430 -1.479 -1.256
H -4.455 -2.010 1.062
H -4.921 -1.925 -0.665
H -5.835 -1.003 0.555
C -2.937 4.073 1.277
S -4.101 5.455 1.368
O -3.581 6.542 0.474
C -3.706 5.918 3.072
H -2.983 3.646 0.272
H -1.922 4.425 1.475
H -3.219 3.310 2.006
H -2.644 6.156 3.159
H -3.963 5.095 3.743
H -4.297 6.798 3.339
*
```

Calculated values
HOMO-LUMO gap: 8.3 eV
max |F|: 6.57 eV Å⁻¹
HOMO: -8.596 eV
LUMO energy: -0.278 eV
E: -124937.26770 eV
energy relative to the best compared isomer or geometry (same formula, charge and spin): 3.693 eV

The following is a quantum chemistry calculation of a molecular structure, C38H59AsN2O5S2Si3Ti at a distorted geometry, from OMol25.

The geometry in ORCA input format:
```
! RIJCOSX wB97M-V def2-TZVPD def2/J DEFGRID3
* xyz -2 3
Ti -0.051 0.309 0.286
C -0.515 -1.236 -3.652
Si -1.897 -1.448 -2.392
C -1.669 -3.159 -1.625
C -3.419 -1.612 -3.525
C -2.233 -0.094 -1.129
C -2.456 1.164 -1.845
C -3.386 2.163 -1.448
C -3.483 3.355 -2.125
C -2.676 3.588 -3.236
C -1.853 2.541 -3.617
N -1.750 1.388 -2.978
Si -3.454 -0.537 0.200
C -3.822 0.788 1.518
C -3.038 -2.130 1.104
C -5.203 -0.862 -0.482
H -0.207 -2.224 -4.013
H 0.349 -0.712 -3.260
H -0.895 -0.645 -4.487
H -0.998 -3.744 -2.260
H -2.626 -3.687 -1.577
H -1.243 -3.162 -0.623
H -3.199 -2.286 -4.360
H -3.684 -0.635 -3.941
H -4.290 -2.002 -2.995
H -4.027 1.991 -0.600
H -4.194 4.107 -1.792
H -2.712 4.512 -3.799
H -1.238 2.637 -4.511
H -2.927 1.344 1.797
H -4.202 0.289 2.415
H -4.602 1.480 1.189
H -1.993 -2.204 1.411
H -3.254 -2.983 0.458
H -3.671 -2.232 1.992
H -5.550 -0.046 -1.123
H -5.910 -0.968 0.349
H -5.239 -1.782 -1.070
C -0.774 3.025 3.232
As -0.753 3.388 1.342
C 0.761 4.519 0.982
C -2.275 4.530 1.077
O -0.894 2.196 0.201
H -0.080 3.722 3.701
H -0.472 1.997 3.413
H -1.788 3.192 3.594
H 0.470 5.560 1.125
H 1.044 4.339 -0.055
H 1.592 4.252 1.629
H -2.250 5.358 1.786
H -3.175 3.933 1.220
H -2.256 4.895 0.051
O 2.384 -5.005 2.323
S 1.456 -4.812 1.222
O 0.551 -5.923 1.002
N 0.676 -3.409 1.346
C 1.088 -2.565 0.377
O 0.571 -1.345 0.322
C 2.027 -3.067 -0.566
C 2.629 -2.478 -1.693
C 3.491 -3.238 -2.453
C 3.786 -4.576 -2.128
C 3.203 -5.162 -1.009
C 2.340 -4.405 -0.246
H 2.416 -1.450 -1.944
H 3.953 -2.792 -3.327
H 4.464 -5.148 -2.749
H 3.417 -6.190 -0.740
C 1.101 0.927 -1.442
C 1.889 1.421 -2.233
C 2.773 2.008 -3.190
C 2.289 2.502 -4.408
C 3.147 3.074 -5.333
C 4.509 3.166 -5.069
C 5.002 2.677 -3.866
C 4.148 2.104 -2.936
H 1.229 2.419 -4.609
H 2.751 3.446 -6.271
H 5.179 3.611 -5.795
H 6.063 2.735 -3.651
H 4.529 1.712 -2.002
C 4.056 -0.373 0.291
Si 3.187 0.334 1.805
C 2.933 -1.038 3.053
C 4.420 1.526 2.629
C 1.676 1.290 1.331
H 5.017 0.124 0.120
H 3.438 -0.241 -0.600
H 4.243 -1.444 0.404
H 3.906 -1.470 3.309
H 2.309 -1.845 2.663
H 2.467 -0.662 3.968
H 5.329 1.009 2.954
H 3.969 1.998 3.508
H 4.711 2.320 1.935
H 2.034 2.053 0.629
H 1.324 1.788 2.245
O -0.931 0.226 1.994
S -0.433 -0.664 3.449
C -2.108 -0.537 4.121
C -2.189 -1.358 5.393
C -1.502 -2.685 5.073
C -0.167 -2.337 4.454
H -2.782 -0.932 3.361
H -2.344 0.518 4.260
H -3.229 -1.485 5.709
H -1.652 -0.856 6.205
H -2.109 -3.247 4.359
H -1.390 -3.304 5.969
H 0.231 -3.051 3.740
H 0.594 -2.065 5.188
*
```

Calculated values
HOMO-LUMO gap (alpha / beta): 3.5 / 5.7 eV
max |F|: 1.34 eV Å⁻¹
HOMO (alpha / beta): 0.169 / -1.973 eV
LUMO energy (alpha / beta): 3.711 / 3.708 eV
E: -182839.73450 eV
energy relative to the best compared isomer or geometry (same formula, charge and spin): 0.101 eV

The following is a quantum chemistry calculation of a gas-phase ion, C5H8O (charge -1) at a distorted geometry, from OMol25.

The geometry in ORCA input format:
```
! RIJCOSX wB97M-V def2-TZVPD def2/J DEFGRID3
* xyz -1 2
C 1.626 -0.568 -1.648
C 0.620 -0.789 -0.483
C -0.121 0.262 0.005
O -0.093 1.534 -0.598
C -1.143 0.205 1.010
C -1.238 -0.704 2.034
H 1.804 -1.617 -1.905
H 2.561 0.006 -1.550
H 1.031 -0.156 -2.469
H 0.823 -1.597 0.218
H 0.260 1.430 -1.471
H -1.722 1.127 1.057
H -0.425 -1.358 2.351
H -1.981 -0.541 2.802
*
```

Calculated values
HOMO-LUMO gap (alpha / beta): 3.8 / 6.5 eV
max |F|: 2.13 eV Å⁻¹
HOMO (alpha / beta): 0.294 / -2.439 eV
LUMO energy (alpha / beta): 4.063 / 4.021 eV
E: -7359.66654 eV
energy relative to the best compared isomer or geometry (same formula, charge and spin): 0.317 eV

The following is a quantum chemistry calculation of CH2N2P2 in the gas phase at a distorted geometry, from OMol25.

The geometry in ORCA input format:
```
! RIJCOSX wB97M-V def2-TZVPD def2/J DEFGRID3
* xyz 0 1
C 0.227 0.765 0.559
N 1.425 0.313 0.357
N -1.807 -0.953 -0.780
P -1.396 0.396 -0.140
P 2.728 -0.429 0.159
H 0.135 1.703 1.024
H -1.311 -1.794 -1.178
*
```

Calculated values
HOMO-LUMO gap (alpha / beta): 7.0 / 7.0 eV
max |F|: 1.83 eV Å⁻¹
HOMO (alpha / beta): -8.051 / -8.051 eV
LUMO energy (alpha / beta): -1.019 / -1.018 eV
E: -22624.17922 eV
energy relative to the best compared isomer or geometry (same formula, charge and spin): 2.778 eV

The following is a quantum chemistry calculation of C6H9N in the gas phase, from OMol25.

The geometry in ORCA input format:
```
! RIJCOSX wB97M-V def2-TZVPD def2/J DEFGRID3
* xyz 0 1
C -1.911 0.644 0.394
C -0.579 -0.068 0.518
C 0.119 -0.036 1.651
C 1.450 -0.592 -0.941
C -0.057 -0.775 -0.718
C 1.855 0.817 -0.970
N 2.144 1.935 -1.018
H -2.318 0.560 -0.615
H -1.815 1.712 0.616
H -2.645 0.223 1.085
H -0.252 0.498 2.526
H 1.074 -0.548 1.787
H 1.758 -1.044 -1.887
H 2.026 -1.091 -0.162
H -0.571 -0.385 -1.598
H -0.280 -1.850 -0.669
*
```

Calculated values
HOMO-LUMO gap: 10.4 eV
max |F|: 1.00 eV Å⁻¹
HOMO: -9.607 eV
LUMO energy: 0.830 eV
structure (SMILES): C=C(C)CCC#N
E: -7857.13409 eV
energy relative to the best compared isomer or geometry (same formula, charge and spin): 1.026 eV

The following is a quantum chemistry calculation of a molecular structure, C36H45N3O6SSiTi at a distorted geometry, from OMol25.

The geometry in ORCA input format:
```
! RIJCOSX wB97M-V def2-TZVPD def2/J DEFGRID3
* xyz 2 1
Ti -0.549 -0.192 -0.552
O -2.140 0.429 -7.201
C -2.242 -0.654 -6.681
O -2.481 -1.804 -6.948
C -1.903 -0.518 -5.062
C -1.635 0.727 -4.522
C -1.261 0.792 -3.182
N -1.171 -0.318 -2.432
C -1.380 -1.531 -2.970
C -1.759 -1.667 -4.304
C -1.066 -2.642 -2.060
C -1.203 -3.990 -2.393
C -0.782 -4.955 -1.493
C -0.217 -4.553 -0.289
C -0.129 -3.197 -0.016
N -0.556 -2.263 -0.866
C -0.857 2.008 -2.469
C -0.700 3.246 -3.089
C -0.267 4.328 -2.342
C 0.013 4.139 -0.995
C -0.137 2.874 -0.453
N -0.570 1.824 -1.158
H -1.709 1.594 -5.160
H -1.923 -2.622 -4.776
H -1.632 -4.278 -3.339
H -0.890 -5.999 -1.733
H 0.146 -5.274 0.424
H 0.322 -2.843 0.905
H -0.907 3.358 -4.141
H -0.146 5.296 -2.803
H 0.348 4.957 -0.378
H 0.114 2.693 0.587
C -0.290 -1.144 3.024
C -0.119 0.267 2.463
C 0.859 1.076 3.307
C -1.485 0.968 2.464
O 0.372 0.157 1.092
Si 2.068 -0.134 0.663
S 1.664 -0.255 -1.412
O 2.296 -1.555 1.377
C 3.469 -2.267 1.858
C 3.824 -1.692 3.225
C 4.616 -2.101 0.874
C 3.076 -3.740 1.970
O 2.972 1.074 1.178
C 3.951 2.043 0.718
C 4.647 1.552 -0.543
C 3.219 3.353 0.442
C 4.941 2.212 1.867
H -0.698 -1.099 4.029
H 0.672 -1.646 3.069
H -0.976 -1.716 2.393
H 0.481 1.153 4.322
H 0.972 2.079 2.902
H 1.831 0.597 3.343
H -1.696 1.331 3.468
H -2.283 0.273 2.201
H -1.512 1.827 1.791
H 3.972 -0.618 3.145
H 4.738 -2.145 3.595
H 3.027 -1.887 3.940
H 4.983 -1.080 0.891
H 4.287 -2.334 -0.136
H 5.428 -2.769 1.141
H 2.217 -3.866 2.626
H 3.909 -4.296 2.390
H 2.844 -4.148 0.990
H 3.930 1.367 -1.340
H 5.199 0.636 -0.359
H 5.350 2.309 -0.878
H 2.537 3.231 -0.397
H 3.941 4.124 0.193
H 2.670 3.675 1.324
H 5.445 1.274 2.081
H 4.430 2.552 2.763
H 5.691 2.948 1.596
C -4.053 -2.008 0.024
C -3.551 -0.598 0.056
O -2.306 -0.383 -0.105
C -4.454 0.501 0.294
C -5.749 0.312 0.811
C -6.565 1.400 1.044
C -6.125 2.686 0.754
C -4.849 2.887 0.235
C -4.020 1.812 0.015
H -3.251 -2.693 -0.254
H -4.876 -2.106 -0.683
H -4.434 -2.299 1.003
H -6.104 -0.675 1.057
H -7.549 1.249 1.458
H -6.774 3.530 0.928
H -4.512 3.886 0.008
H -3.027 1.951 -0.403
*
```

Calculated values
HOMO-LUMO gap: 4.1 eV
max |F|: 2.55 eV Å⁻¹
HOMO: -12.127 eV
LUMO energy: -8.055 eV
E: -96639.69884 eV
energy relative to the best compared isomer or geometry (same formula, charge and spin): 0.516 eV

The following is a quantum chemistry calculation of C5H8O in the gas phase, from OMol25.

The geometry in ORCA input format:
```
! RIJCOSX wB97M-V def2-TZVPD def2/J DEFGRID3
* xyz 0 1
C -0.123 1.199 -1.233
C 0.733 0.257 -0.414
C 0.640 0.264 1.070
C 0.260 -0.992 0.301
C -1.146 -1.392 0.534
O -1.458 -2.443 1.044
H -1.182 1.165 -0.959
H 0.221 2.227 -1.073
H -0.043 0.987 -2.303
H 1.739 0.135 -0.811
H -0.200 0.818 1.488
H 1.517 0.224 1.706
H 0.959 -1.823 0.354
H -1.916 -0.625 0.296
*
```

Calculated values
HOMO-LUMO gap: 10.8 eV
max |F|: 0.46 eV Å⁻¹
HOMO: -9.696 eV
LUMO energy: 1.056 eV
structure (SMILES): C[C@H]1C[C@H]1C=O
E: -7361.01209 eV
energy relative to the best compared isomer or geometry (same formula, charge and spin): 1.243 eV

The following is a quantum chemistry calculation of a molecular structure, C36H26Br2F3FeN3O5SSb, from OMol25.

The geometry in ORCA input format:
```
! RIJCOSX wB97M-V def2-TZVPD def2/J DEFGRID3
* xyz -2 6
Fe 2.033 0.909 0.477
O 1.784 -0.627 1.904
N 2.270 -0.402 3.111
C 1.610 -0.979 4.138
C 2.019 -0.847 5.436
C 3.160 -0.077 5.691
C 3.817 0.511 4.644
C 3.385 0.375 3.302
S 4.169 1.107 1.988
H 0.741 -1.538 3.825
H 1.452 -1.321 6.223
H 3.517 0.063 6.704
H 4.692 1.124 4.803
C -0.295 1.762 -2.293
C 0.529 0.497 -2.108
O 1.032 -0.065 -3.080
O 0.619 0.062 -0.889
H -0.186 2.145 -3.306
H 0.020 2.509 -1.566
H -1.347 1.537 -2.095
Br 1.493 8.439 -0.845
C 0.897 6.975 0.253
C -0.022 7.265 1.262
N -0.476 6.259 2.089
C -0.022 5.049 1.881
C 0.900 4.668 0.870
C 1.386 5.725 0.015
C 1.322 3.310 0.712
O 0.846 2.361 1.472
O 2.168 2.966 -0.209
H -0.397 8.265 1.424
H -0.387 4.274 2.550
H 2.097 5.512 -0.769
F -5.637 -5.747 2.271
C -4.666 -4.900 1.828
C -3.509 -5.433 1.301
C -2.526 -4.557 0.856
C -2.685 -3.171 0.909
C -3.871 -2.687 1.462
C -4.868 -3.541 1.926
Sb -1.010 -1.870 0.309
C -1.005 -2.595 -1.720
C -1.416 -1.826 -2.805
C -1.325 -2.302 -4.106
C -0.808 -3.562 -4.309
F -0.705 -4.037 -5.580
C -0.373 -4.356 -3.270
C -0.474 -3.857 -1.978
C -2.277 -0.171 0.058
C -3.459 -0.207 -0.679
C -4.245 0.930 -0.821
C -3.828 2.095 -0.207
F -4.601 3.200 -0.351
C -2.667 2.174 0.534
C -1.895 1.026 0.665
H -3.385 -6.507 1.249
H -1.614 -4.982 0.450
H -4.032 -1.619 1.537
H -5.788 -3.163 2.354
H -1.782 -0.821 -2.647
H -1.610 -1.691 -4.952
H 0.047 -5.332 -3.477
H -0.102 -4.468 -1.161
H -3.779 -1.130 -1.151
H -5.160 0.924 -1.398
H -2.347 3.113 0.967
H -0.959 1.113 1.201
Br 5.097 -1.796 -4.987
C 4.393 -1.112 -3.360
C 4.526 0.230 -3.072
C 3.975 0.683 -1.882
N 3.345 -0.121 -1.033
C 3.211 -1.406 -1.338
C 3.734 -1.962 -2.493
H 5.010 0.912 -3.756
H 4.014 1.730 -1.600
H 2.637 -2.003 -0.638
H 3.593 -3.007 -2.722
*
```

Calculated values
HOMO-LUMO gap (alpha / beta): 2.9 / 6.1 eV
max |F|: 0.44 eV Å⁻¹
HOMO (alpha / beta): 0.730 / -2.471 eV
LUMO energy (alpha / beta): 3.618 / 3.618 eV
E: -252461.53014 eV
energy relative to the best compared isomer or geometry (same formula, charge and spin): 0.419 eV

The following is a quantum chemistry calculation of a molecular structure, C5H12O2, from OMol25.

The geometry in ORCA input format:
```
! RIJCOSX wB97M-V def2-TZVPD def2/J DEFGRID3
* xyz 0 1
C -0.599 -0.540 2.302
C -0.648 -0.934 0.820
C 0.420 -0.230 0.016
O 1.732 -0.779 0.225
C 0.350 0.200 -1.347
C -0.873 0.769 -2.003
O 1.289 1.761 -0.904
H 0.414 -0.655 2.709
H -0.874 0.512 2.427
H -1.270 -1.153 2.914
H -0.486 -2.023 0.736
H -1.651 -0.746 0.419
H 0.743 1.194 0.026
H 1.711 -1.323 1.019
H 1.106 -0.181 -2.037
H -1.546 1.247 -1.286
H -0.567 1.520 -2.736
H -1.424 -0.016 -2.536
H 2.173 1.376 -0.764
*
```

Calculated values
HOMO-LUMO gap: 8.4 eV
max |F|: 0.38 eV Å⁻¹
HOMO: -7.444 eV
LUMO energy: 0.931 eV
E: -9471.09283 eV
energy relative to the best compared isomer or geometry (same formula, charge and spin): 4.043 eV

The following is a quantum chemistry calculation of a molecular structure, C16H16AsF9N3O3OsS4Si, from OMol25.

The geometry in ORCA input format:
```
! RIJCOSX wB97M-V def2-TZVPD def2/J DEFGRID3
* xyz 0 6
Os -0.723 -0.677 0.247
S -0.886 -3.296 1.289
C -2.389 -3.707 0.713
C -3.037 -4.851 1.305
N -3.541 -5.759 1.798
C -3.029 -3.036 -0.343
S -2.444 -1.698 -1.182
C -4.278 -3.557 -0.829
N -5.272 -3.979 -1.225
S 2.581 -0.704 3.517
C 1.420 -1.253 2.416
N 0.924 -0.351 1.614
C 1.516 0.913 1.834
C 1.305 2.084 1.104
C 2.011 3.207 1.465
C 2.924 3.189 2.530
C 3.163 2.033 3.237
C 2.450 0.894 2.866
H 1.120 -2.289 2.412
H 0.613 2.122 0.272
H 1.852 4.122 0.910
H 3.460 4.093 2.790
H 3.881 2.003 4.046
F -1.331 0.731 -1.495
As -2.035 2.286 -2.277
F -2.609 2.765 -0.733
F -0.500 2.982 -1.892
F -2.630 3.699 -3.016
F -1.400 1.685 -3.751
F -3.466 1.374 -2.511
C 1.555 0.552 -3.210
Si 2.112 -0.615 -1.904
C 2.990 -2.083 -2.655
C 3.289 0.187 -0.704
C 0.685 -1.524 -0.998
H 2.382 0.730 -3.904
H 1.244 1.511 -2.796
H 0.711 0.158 -3.778
H 3.850 -1.734 -3.237
H 2.341 -2.651 -3.327
H 3.363 -2.763 -1.883
H 4.255 0.312 -1.204
H 3.455 -0.430 0.185
H 2.957 1.177 -0.384
H 1.206 -2.281 -0.404
H 0.163 -2.057 -1.798
F -4.239 0.579 0.326
C -4.128 0.974 1.583
F -4.472 2.241 1.699
F -4.915 0.221 2.351
S -2.401 0.717 2.190
O -2.383 1.155 3.541
O -2.210 -0.753 1.951
O -1.457 1.351 1.250
*
```

Calculated values
HOMO-LUMO gap (alpha / beta): 7.9 / 6.6 eV
max |F|: 0.62 eV Å⁻¹
HOMO (alpha / beta): -9.462 / -10.485 eV
LUMO energy (alpha / beta): -1.578 / -3.907 eV
E: -166446.76315 eV
energy relative to the best compared isomer or geometry (same formula, charge and spin): 0.000 eV